Record 1
2 unconnected molecules or ions with the total composition C8H14N2O3 at a distorted geometry. Source: the OMol25 dataset; level of theory: the ωB97M-V functional and the def2-TZVPD basis.

Each line ends with the Mulliken charge.
Atoms and positions in Å:
C -0.98 2.26 0.20  0.91
C 2.64 -0.63 -0.48  -0.61
C 2.06 -0.57 0.95  -0.82
C 1.70 0.22 -1.27  -0.50
C 1.40 0.76 1.10  -0.21
C 0.83 0.87 -0.19  0.18
C -1.92 3.25 -0.43  -1.28
C -2.74 -2.17 0.47  -0.83
N -0.67 -1.29 0.28  -0.63
N -1.84 -1.04 0.01  0.76
O -2.32 -0.02 -0.55  -0.70
O -1.02 1.93 1.35  -0.55
O -0.19 1.56 -0.65  -0.21
H 3.69 -0.17 -0.48  0.28
H 2.76 -1.68 -0.94  0.30
H 1.32 -1.32 1.00  0.26
H 2.71 -0.61 1.77  0.49
H 2.21 1.10 -1.75  0.32
H 1.19 -0.40 -2.06  0.26
H 0.64 0.73 1.90  0.29
H 2.23 1.47 1.35  0.38
H -2.26 2.79 -1.43  0.27
H -1.50 4.24 -0.45  0.36
H -2.78 3.34 0.15  0.38
H -2.31 -3.07 0.19  0.30
H -3.64 -2.02 0.08  0.32
H -2.82 -2.10 1.57  0.27

The value obtained for the HOMO-LUMO gap (alpha / beta) is 6.2 / 8.1 eV. Its net charge is 0. As for the energy relative to the best compared isomer or geometry (same formula, charge and spin): 717.6 kJ/mol.


Record 2
C8H14N2OS in the gas phase at a distorted geometry. Source: the OMol25 dataset; level of theory: the ωB97M-V functional and the def2-TZVPD basis.

Each line ends with the Mulliken charge.
Atoms and positions in Å:
C 2.65 2.01 -0.46  -1.34
C 1.36 1.19 -1.03  -0.44
C 0.64 0.61 -0.02  -0.56
C -1.33 -0.05 -1.56  -0.67
C -2.58 -0.81 -1.10  -0.64
C -3.08 0.01 0.03  -0.45
C -1.71 0.48 0.69  0.50
C 1.22 -0.57 0.65  0.04
H 2.44 2.61 0.42  0.39
H 3.21 2.82 -1.13  0.29
H 3.28 1.24 -0.06  0.37
H 1.65 0.29 -1.79  0.27
H 0.64 1.92 -1.43  0.33
H 0.53 1.42 0.87  0.56
H -0.72 -0.79 -2.21  0.26
H -1.37 0.83 -2.15  0.40
H -2.36 -1.95 -1.07  0.29
H -3.40 -0.83 -1.95  0.30
H -3.64 0.91 -0.46  0.22
H -3.82 -0.32 0.88  0.31
H 0.88 -1.53 2.60  0.29
H 0.32 0.15 2.22  0.22
N -0.73 0.26 -0.21  0.33
N 0.75 -0.69 1.89  -0.23
O -1.52 0.97 1.83  -0.73
S 1.95 -1.80 -0.27  -0.32

The value obtained for the HOMO-LUMO gap is 8.9 eV. Its net charge is 0. As for the energy relative to the best compared isomer or geometry (same formula, charge and spin): 193.1 kJ/mol. As for the structure (SMILES): CC[C@H](C(N)=S)N1CCCC1=O.


Record 3
A molecular structure, C8H14N2OsP at a distorted geometry. Source: the OMol25 dataset; level of theory: the ωB97M-V functional and the def2-TZVPD basis.

Each line ends with the Mulliken charge.
Atoms and positions in Å:
C 2.21 -2.21 0.53  -0.04
C 3.22 -2.80 -0.25  -0.58
C 3.36 -2.60 -1.62  -0.02
C 2.51 -1.80 -2.38  -0.35
C 1.42 -1.07 -1.83  -0.66
Os 0.92 -0.93 -0.04  0.66
P 0.55 -0.50 2.20  -0.30
H 2.25 -2.54 1.59  0.26
H 3.94 -3.45 0.25  0.30
H 4.19 -3.10 -2.13  0.36
H 0.85 -0.53 -2.61  0.39
H 2.68 -1.72 -3.46  0.29
H 0.78 0.83 2.66  0.15
H 1.32 -1.23 3.15  0.11
H -0.77 -0.82 2.67  0.14
C -2.77 2.72 1.37  -0.75
N -2.41 2.02 0.12  0.02
C -3.25 2.29 -1.06  -0.81
C -1.42 1.18 0.07  0.60
N -0.55 0.45 -0.25  -0.65
H -3.64 3.34 1.15  0.27
H -1.94 3.36 1.71  0.32
H -3.04 1.99 2.16  0.33
H -2.65 2.73 -1.87  0.33
H -3.75 1.37 -1.40  0.33
H -4.01 3.01 -0.75  0.30

The value obtained for the HOMO-LUMO gap (alpha / beta) is 7.3 / 6.7 eV. Its net charge is +1. As for the energy relative to the best compared isomer or geometry (same formula, charge and spin): 0.0 kJ/mol. The spin multiplicity is 5.


Record 4
C8H14N2S in the gas phase at a distorted geometry. Source: the OMol25 dataset; level of theory: the ωB97M-V functional and the def2-TZVPD basis.

Each line ends with the Mulliken charge.
Atoms and positions in Å:
C -1.19 -0.21 -0.45  -0.59
C -0.95 -0.78 -1.71  0.41
C 0.00 0.31 -0.04  -0.12
C -1.98 -1.33 -2.57  -1.08
C -0.69 2.39 1.02  -1.40
C 2.36 0.02 -1.01  -0.85
C 0.61 -1.23 2.83  -0.86
C 0.28 1.21 1.18  0.25
N 0.36 -0.74 -2.01  -1.06
N 0.94 -0.18 -0.96  0.94
S -0.15 0.48 2.78  -0.07
H -2.16 0.08 -0.14  0.37
H -2.44 -2.27 -2.12  0.28
H -2.57 -0.52 -2.92  0.30
H -1.42 -1.76 -3.45  0.32
H -1.76 2.02 0.97  0.31
H -0.71 2.98 2.02  0.35
H -0.33 2.98 0.23  0.40
H 2.80 -0.51 -0.17  0.26
H 2.72 -0.51 -1.95  0.28
H 2.56 1.10 -1.07  0.33
H 0.69 -1.75 3.83  0.33
H 1.65 -1.34 2.41  0.25
H 0.04 -1.96 2.26  0.31
H 1.34 1.54 1.07  0.33

The value obtained for the HOMO-LUMO gap is 9.4 eV. Its net charge is 0. As for the energy relative to the best compared isomer or geometry (same formula, charge and spin): 170.5 kJ/mol. As for the structure (SMILES): CS[C@H](C)c1cc(C)nn1C.


Record 5
A gas-phase ion, C8H14N3 (charge +1) at a distorted geometry. Source: the OMol25 dataset; level of theory: the ωB97M-V functional and the def2-TZVPD basis.

Each line ends with the Mulliken charge.
Atoms and positions in Å:
C 0.56 -1.71 1.28  -0.34
C 2.68 -1.78 1.12  -0.29
C 0.99 -0.48 0.57  -0.67
C 0.19 0.85 -1.48  -1.01
C 0.26 0.67 0.02  1.74
C -0.98 0.28 -0.75  0.28
C 0.12 1.88 0.96  -1.82
C -2.24 1.09 -0.59  -1.71
N 1.62 -2.43 1.55  -0.56
N 2.35 -0.65 0.49  -0.05
N -1.35 -1.12 -0.98  -0.04
H -0.44 -2.02 1.63  0.37
H 3.72 -2.20 1.26  0.38
H 0.18 1.85 -1.81  0.37
H 0.76 0.18 -2.21  0.25
H -0.02 2.75 0.43  0.39
H 1.00 1.80 1.50  0.57
H -0.68 1.67 1.59  0.42
H -2.60 1.01 0.44  0.41
H -3.03 0.85 -1.35  0.43
H -2.12 2.18 -0.74  0.34
H 3.05 -0.28 -0.15  0.28
H -0.41 -1.51 -0.70  0.48
H -1.69 -1.43 -1.90  0.37
H -1.95 -1.44 -0.18  0.41

The value obtained for the HOMO-LUMO gap is 9.2 eV. Its net charge is +1. As for the energy relative to the best compared isomer or geometry (same formula, charge and spin): 254.7 kJ/mol. As for the structure (SMILES): C[C@@]1([NH3+])C[C@]1(C)c1cnc[nH]1.


Record 6
A gas-phase ion, C8H14N3 (charge +1) at a distorted geometry. Source: the OMol25 dataset; level of theory: the ωB97M-V functional and the def2-TZVPD basis.

Each line ends with the Mulliken charge.
Atoms and positions in Å:
C -1.34 -1.41 2.41  -0.48
C -1.27 -0.02 2.49  -0.80
C -0.76 -2.06 1.28  -0.68
C -0.48 0.72 1.63  -0.99
C -0.14 -1.23 0.36  1.27
C 0.11 0.12 0.53  0.66
C 0.39 -1.94 -0.97  -1.84
C 1.08 0.96 -0.31  0.05
N 1.88 1.88 0.46  -0.45
N 0.14 1.70 -1.29  -0.30
N -0.90 0.96 -1.99  -0.34
H -1.91 -1.85 3.19  0.41
H -1.56 0.51 3.40  0.34
H -1.07 -3.03 0.99  0.38
H -0.37 1.78 1.68  0.34
H 1.39 -2.26 -0.73  0.37
H -0.28 -2.76 -0.95  0.49
H 0.39 -1.37 -1.87  0.43
H 1.64 0.22 -0.99  0.30
H 2.65 2.44 0.09  0.26
H 1.17 2.46 0.95  0.24
H 0.63 2.23 -1.95  0.24
H -1.14 0.06 -1.52  0.25
H -1.83 1.54 -2.26  0.43
H -0.57 0.68 -3.03  0.43

The value obtained for the HOMO-LUMO gap is 8.9 eV. Its net charge is +1. As for the energy relative to the best compared isomer or geometry (same formula, charge and spin): 351.8 kJ/mol. As for the structure (SMILES): Cc1ccccc1[C@H](N)N[NH3+].


Record 7
A gas-phase ion, C8H14N3 (charge +1) at a distorted geometry. Source: the OMol25 dataset; level of theory: the ωB97M-V functional and the def2-TZVPD basis.

Each line ends with the Mulliken charge.
Atoms and positions in Å:
C -1.25 1.50 -0.14  -0.51
C -1.50 0.31 0.46  -1.14
C 0.17 1.79 -0.05  0.63
C -0.18 -0.32 0.84  1.28
C 0.08 -1.73 -0.11  0.29
C 0.78 2.93 -0.57  -1.17
C 0.10 -0.82 2.29  -1.50
C -0.86 -1.97 -1.19  -0.47
N 1.42 -1.59 -0.67  -0.52
N 0.76 0.74 0.52  -0.09
N -0.69 -1.18 -2.18  -0.55
H -1.84 2.20 -0.84  0.34
H -2.48 -0.10 0.71  0.44
H 0.11 -2.51 0.68  0.37
H 0.33 3.83 0.00  0.31
H 1.81 2.79 -0.71  0.42
H 0.27 3.00 -1.64  0.33
H 0.17 0.06 3.03  0.38
H -0.71 -1.38 2.68  0.42
H 1.08 -1.37 2.26  0.39
H -1.64 -2.78 -1.13  0.40
H 1.73 0.83 0.73  0.30
H 1.39 -1.56 -1.74  0.22
H 2.26 -1.40 -0.20  0.18
H -1.32 -1.28 -3.03  0.26

The value obtained for the HOMO-LUMO gap is 8.0 eV. Its net charge is +1. As for the energy relative to the best compared isomer or geometry (same formula, charge and spin): 319.7 kJ/mol. As for the structure (SMILES): [H]/N=C/[C@@H](N)[C@]1(C)C=CC(C)=[NH+]1.


Record 8
A gas-phase ion, C8H14N3 (charge +1) at a distorted geometry. Source: the OMol25 dataset; level of theory: the ωB97M-V functional and the def2-TZVPD basis.

Each line ends with the Mulliken charge.
Atoms and positions in Å:
C -2.92 -0.98 -0.68  0.31
C -2.34 -2.12 -0.71  -0.70
C -1.18 0.63 -0.29  -0.07
C -3.76 0.24 -0.58  0.26
C -4.56 0.44 0.75  -1.11
C 3.24 -0.27 -0.98  -1.22
C 1.51 -0.90 1.28  -0.89
C 1.80 -0.57 -1.12  -0.21
N -2.39 0.30 -0.66  0.08
N -0.36 -0.35 -0.14  -0.71
N 0.99 -0.15 0.09  0.27
H -0.98 1.73 -0.07  0.35
H -4.18 0.77 -1.33  0.45
H -5.36 -0.31 1.07  0.30
H -5.28 1.33 0.57  0.29
H -3.90 0.54 1.66  0.33
H 3.76 -0.95 -0.29  0.36
H 3.82 -0.10 -1.85  0.36
H 3.43 0.75 -0.54  0.32
H 1.12 -2.02 1.27  0.31
H 2.55 -0.82 1.25  0.41
H 0.93 -0.50 2.13  0.37
H 1.73 -1.74 -1.13  0.26
H 1.34 -0.21 -2.02  0.46
H 1.36 0.77 0.30  0.42

The value obtained for the HOMO-LUMO gap (alpha / beta) is 8.1 / 6.7 eV. Its net charge is +1. As for the energy relative to the best compared isomer or geometry (same formula, charge and spin): 643.0 kJ/mol. The spin multiplicity is 3.


Record 9
A gas-phase ion, C8H14N3O2 (charge +1) at a distorted geometry. Source: the OMol25 dataset; level of theory: the ωB97M-V functional and the def2-TZVPD basis.

Each line ends with the Mulliken charge.
Atoms and positions in Å:
C -0.73 -1.81 1.22  0.42
C 1.94 0.72 -1.62  -0.84
C 1.03 1.72 -0.90  -0.81
C 1.25 -0.67 -1.84  -0.70
C 0.28 1.26 0.35  -0.65
C 0.76 -1.26 -0.51  -1.50
C -0.66 -1.04 -0.08  0.11
C -1.02 0.44 0.09  -0.55
N -1.33 -0.92 2.32  -0.20
N -2.28 -0.06 2.19  -0.23
N -2.11 0.88 1.30  0.87
O -0.39 -2.90 1.48  -0.45
O -3.04 1.60 1.20  -0.56
H 2.28 1.01 -2.60  0.42
H 2.86 0.61 -1.05  0.34
H 1.65 2.54 -0.74  0.36
H 0.34 1.99 -1.65  0.42
H 0.48 -0.61 -2.64  0.37
H 1.99 -1.42 -2.37  0.34
H 0.90 0.53 0.86  0.40
H 0.15 2.22 1.01  0.34
H 0.99 -2.24 -0.65  0.74
H 1.54 -0.87 0.12  0.42
H -1.32 -1.42 -0.85  0.56
H -1.36 0.88 -0.78  0.78
H -1.39 -1.49 3.12  0.33
H -2.80 0.28 3.03  0.28

The value obtained for the HOMO-LUMO gap (alpha / beta) is 8.4 / 8.4 eV. Its net charge is +1. As for the energy relative to the best compared isomer or geometry (same formula, charge and spin): 612.3 kJ/mol. As for the structure (SMILES): O=C1NN[N+](=O)[C@H]2CCCCC[C@@H]12.


Copy entry 7 word for word.
A gas-phase ion, C8H14N3 (charge +1) at a distorted geometry. Source: the OMol25 dataset; level of theory: the ωB97M-V functional and the def2-TZVPD basis.

Each line ends with the Mulliken charge.
Atoms and positions in Å:
C -1.25 1.50 -0.14  -0.51
C -1.50 0.31 0.46  -1.14
C 0.17 1.79 -0.05  0.63
C -0.18 -0.32 0.84  1.28
C 0.08 -1.73 -0.11  0.29
C 0.78 2.93 -0.57  -1.17
C 0.10 -0.82 2.29  -1.50
C -0.86 -1.97 -1.19  -0.47
N 1.42 -1.59 -0.67  -0.52
N 0.76 0.74 0.52  -0.09
N -0.69 -1.18 -2.18  -0.55
H -1.84 2.20 -0.84  0.34
H -2.48 -0.10 0.71  0.44
H 0.11 -2.51 0.68  0.37
H 0.33 3.83 0.00  0.31
H 1.81 2.79 -0.71  0.42
H 0.27 3.00 -1.64  0.33
H 0.17 0.06 3.03  0.38
H -0.71 -1.38 2.68  0.42
H 1.08 -1.37 2.26  0.39
H -1.64 -2.78 -1.13  0.40
H 1.73 0.83 0.73  0.30
H 1.39 -1.56 -1.74  0.22
H 2.26 -1.40 -0.20  0.18
H -1.32 -1.28 -3.03  0.26

The value obtained for the HOMO-LUMO gap is 8.0 eV. Its net charge is +1. As for the energy relative to the best compared isomer or geometry (same formula, charge and spin): 319.7 kJ/mol. As for the structure (SMILES): [H]/N=C/[C@@H](N)[C@]1(C)C=CC(C)=[NH+]1.


Copy entry 1 word for word.
2 unconnected molecules or ions with the total composition C8H14N2O3 at a distorted geometry. Source: the OMol25 dataset; level of theory: the ωB97M-V functional and the def2-TZVPD basis.

Each line ends with the Mulliken charge.
Atoms and positions in Å:
C -0.98 2.26 0.20  0.91
C 2.64 -0.63 -0.48  -0.61
C 2.06 -0.57 0.95  -0.82
C 1.70 0.22 -1.27  -0.50
C 1.40 0.76 1.10  -0.21
C 0.83 0.87 -0.19  0.18
C -1.92 3.25 -0.43  -1.28
C -2.74 -2.17 0.47  -0.83
N -0.67 -1.29 0.28  -0.63
N -1.84 -1.04 0.01  0.76
O -2.32 -0.02 -0.55  -0.70
O -1.02 1.93 1.35  -0.55
O -0.19 1.56 -0.65  -0.21
H 3.69 -0.17 -0.48  0.28
H 2.76 -1.68 -0.94  0.30
H 1.32 -1.32 1.00  0.26
H 2.71 -0.61 1.77  0.49
H 2.21 1.10 -1.75  0.32
H 1.19 -0.40 -2.06  0.26
H 0.64 0.73 1.90  0.29
H 2.23 1.47 1.35  0.38
H -2.26 2.79 -1.43  0.27
H -1.50 4.24 -0.45  0.36
H -2.78 3.34 0.15  0.38
H -2.31 -3.07 0.19  0.30
H -3.64 -2.02 0.08  0.32
H -2.82 -2.10 1.57  0.27

The value obtained for the HOMO-LUMO gap (alpha / beta) is 6.2 / 8.1 eV. Its net charge is 0. As for the energy relative to the best compared isomer or geometry (same formula, charge and spin): 717.6 kJ/mol.